No. 1
{
  "formula": "C17H24N2O",
  "method": "wB97M-V/def2-TZVPD",
  "homo_energy_ha": -0.2885,
  "homo_lumo_gap_ev": 7.59,
  "total_charge": 0,
  "total_energy_ha": -846.38605,
  "lumo_ha": -0.0096,
  "species": ["C", "C", "C", "C", "N", "C", "C", "H", "H", "H", "H", "H", "C", "C", "C", "N", "C", "C", "C", "C", "C", "C", "C", "O", "H", "H", "H", "H", "H", "C", "H", "H", "H", "H", "H", "H", "H", "H", "H", "H", "H", "H", "H", "H"],
  "positions_angstrom": [[0.21, -2.86, -0.96], [-1.20, -2.89, -0.85], [-1.68, -1.68, 0.06], [-1.72, -0.43, -0.61], [-2.03, 0.58, 0.11], [-3.45, 0.71, 0.87], [-4.57, 0.70, -0.09], [-5.46, 1.11, 0.08], [-4.29, 1.61, -1.09], [-4.55, -0.18, -0.75], [-3.65, 0.15, 1.53], [-3.57, 1.81, 1.31], [-1.04, 0.76, 1.22], [0.37, 1.05, 0.84], [0.75, 1.92, -0.18], [1.97, 1.91, -0.40], [2.99, 0.82, -0.15], [4.21, 0.96, -0.66], [5.26, 0.15, -0.47], [4.77, -0.95, 0.58], [3.48, -1.04, 0.90], [2.47, 0.05, 0.82], [1.23, 0.01, 1.29], [0.83, -0.94, 2.18], [3.22, -1.65, 1.42], [5.60, -1.73, 0.70], [6.17, -0.11, -0.82], [4.56, 1.98, -1.44], [2.24, 2.64, -1.05], [-0.10, 3.00, -0.44], [-0.17, 3.93, 0.19], [-1.16, 2.62, -0.79], [0.27, 3.52, -1.42], [-1.31, 1.77, 1.79], [-1.16, 0.09, 2.10], [-2.43, -0.16, -1.38], [-0.74, -0.24, -1.15], [-2.88, -1.96, 0.65], [-1.24, -1.73, 1.00], [-1.74, -3.72, -0.31], [-1.78, -2.88, -1.65], [0.34, -3.67, -1.36], [0.37, -2.02, -1.57], [0.61, -3.00, -0.06]]
}



No. 2
{
  "formula": "C17H24N2O",
  "method": "wB97M-V/def2-TZVPD",
  "homo_energy_ha": -0.3072,
  "homo_lumo_gap_ev": 8.04,
  "total_charge": 0,
  "total_energy_ha": -846.33492,
  "smiles": "CCCC[C@H]1C(C#N)=C(C)NC2=C1C(=O)CC(C)(C)C2",
  "lumo_ha": -0.0117,
  "species": ["C", "C", "C", "C", "C", "C", "C", "N", "C", "C", "N", "C", "C", "C", "O", "C", "C", "C", "C", "C", "H", "H", "H", "H", "H", "H", "H", "H", "H", "H", "H", "H", "H", "H", "H", "H", "H", "H", "H", "H", "H", "H", "H", "H"],
  "positions_angstrom": [[-4.16, -0.87, 1.34], [-3.57, -1.78, 0.13], [-2.16, -2.24, 0.34], [-1.15, -1.32, 0.49], [-0.98, -0.60, -0.59], [-1.75, 0.94, -0.90], [-2.83, 0.75, -1.63], [-3.79, 1.11, -2.11], [-1.21, 2.13, -0.15], [-1.88, 3.22, -0.15], [0.16, 1.84, 0.34], [0.98, 0.99, -0.22], [0.56, -0.12, -0.89], [1.44, -1.03, -1.22], [1.12, -1.91, -2.22], [2.97, -0.60, -1.27], [3.24, 0.14, 0.11], [3.18, -0.69, 1.15], [4.80, 0.43, -0.24], [2.45, 1.34, 0.16], [-3.77, 0.12, 1.55], [-4.24, -1.42, 2.25], [-5.30, -0.73, 1.12], [-3.87, -1.09, -0.71], [-4.33, -2.69, 0.19], [-2.06, -2.97, -0.20], [-2.35, -2.89, 1.29], [-1.40, -0.79, 1.19], [-0.35, -1.92, 0.83], [-1.10, -1.07, -1.81], [-2.94, 3.14, -0.33], [-1.93, 3.33, 1.09], [-1.36, 3.98, -0.44], [0.58, 2.83, 0.73], [3.64, -1.61, -1.43], [3.20, -0.27, -2.20], [2.02, -1.17, 1.38], [3.77, -1.79, 1.17], [3.45, -0.21, 2.04], [5.50, -0.38, -0.16], [5.00, 0.95, -1.01], [5.08, 0.95, 0.78], [2.58, 1.78, 0.92], [2.82, 2.21, -0.70]]
}



No. 3
{
  "formula": "C17H24N2O",
  "method": "wB97M-V/def2-TZVPD",
  "homo_energy_ha": -0.2865,
  "homo_lumo_gap_ev": 8.55,
  "total_charge": 0,
  "total_energy_ha": -846.97824,
  "smiles": "CCC(CC)C(=O)NCc1ccc2c(c1)cc(C)n2C",
  "lumo_ha": 0.0279,
  "species": ["C", "C", "C", "C", "C", "C", "O", "N", "C", "C", "C", "C", "C", "C", "C", "C", "C", "C", "N", "C", "H", "H", "H", "H", "H", "H", "H", "H", "H", "H", "H", "H", "H", "H", "H", "H", "H", "H", "H", "H", "H", "H", "H", "H"],
  "positions_angstrom": [[-5.91, -0.99, 0.50], [-4.76, -0.45, -0.35], [-3.60, 0.08, 0.50], [-2.73, -1.04, 1.10], [-1.80, -1.70, 0.09], [-2.74, 1.02, -0.34], [-2.89, 1.19, -1.53], [-1.81, 1.70, 0.38], [-0.78, 2.51, -0.24], [0.50, 1.74, -0.37], [0.62, 0.81, -1.41], [1.74, 0.02, -1.55], [2.76, 0.17, -0.63], [2.66, 1.10, 0.43], [1.51, 1.88, 0.56], [3.87, 1.00, 1.18], [4.64, 0.05, 0.57], [5.99, -0.44, 0.95], [3.98, -0.46, -0.52], [4.50, -1.47, -1.39], [-5.59, -1.83, 1.11], [-6.72, -1.33, -0.15], [-6.30, -0.21, 1.15], [-5.12, 0.36, -0.97], [-4.40, -1.23, -1.01], [-4.02, 0.67, 1.32], [-2.13, -0.65, 1.92], [-3.39, -1.80, 1.52], [-2.35, -2.08, -0.76], [-1.27, -2.53, 0.55], [-1.06, -0.99, -0.28], [-1.66, 1.44, 1.34], [-0.64, 3.42, 0.36], [-1.17, 2.79, -1.22], [-0.20, 0.72, -2.11], [1.80, -0.69, -2.37], [1.43, 2.60, 1.36], [4.13, 1.57, 2.05], [5.98, -1.51, 1.17], [6.34, 0.09, 1.83], [6.70, -0.28, 0.13], [3.76, -1.71, -2.15], [5.41, -1.13, -1.89], [4.73, -2.39, -0.83]]
}



No. 4
{
  "formula": "C17H24N2O3",
  "method": "wB97M-V/def2-TZVPD",
  "homo_energy_ha": -0.3173,
  "homo_lumo_gap_ev": 9.29,
  "total_charge": 0,
  "total_energy_ha": -997.45549,
  "smiles": "CCCOC(=O)C[C@@H]1C(=O)NCCN1Cc1ccccc1C",
  "lumo_ha": 0.0242,
  "species": ["C", "C", "C", "O", "C", "O", "C", "C", "C", "O", "N", "C", "C", "N", "C", "C", "C", "C", "C", "C", "C", "C", "H", "H", "H", "H", "H", "H", "H", "H", "H", "H", "H", "H", "H", "H", "H", "H", "H", "H", "H", "H", "H", "H", "H", "H"],
  "positions_angstrom": [[4.74, -5.07, 1.55], [4.28, -3.71, 1.04], [2.76, -3.56, 1.18], [2.32, -2.26, 0.79], [2.15, -2.05, -0.52], [2.45, -2.83, -1.38], [1.57, -0.68, -0.78], [0.18, -0.55, -0.11], [-0.67, -1.73, -0.57], [-0.41, -2.87, -0.22], [-1.69, -1.48, -1.41], [-2.14, -0.17, -1.84], [-1.01, 0.85, -1.66], [-0.38, 0.77, -0.36], [-1.22, 1.27, 0.72], [-1.51, 2.74, 0.55], [-0.49, 3.56, 0.08], [-0.70, 4.91, -0.09], [-1.93, 5.46, 0.20], [-2.95, 4.65, 0.67], [-2.76, 3.29, 0.86], [-3.89, 2.46, 1.39], [4.26, -5.87, 0.98], [4.48, -5.20, 2.60], [5.82, -5.17, 1.45], [4.55, -3.60, -0.01], [4.76, -2.92, 1.61], [2.25, -4.30, 0.56], [2.45, -3.67, 2.22], [1.50, -0.54, -1.85], [2.22, 0.08, -0.35], [0.33, -0.67, 0.96], [-2.24, -2.28, -1.70], [-3.02, 0.14, -1.25], [-2.45, -0.22, -2.89], [-0.24, 0.66, -2.42], [-1.39, 1.86, -1.81], [-0.65, 1.14, 1.65], [-2.15, 0.69, 0.83], [0.46, 3.11, -0.14], [0.11, 5.54, -0.46], [-2.10, 6.52, 0.07], [-3.91, 5.09, 0.91], [-4.75, 3.08, 1.61], [-4.20, 1.70, 0.66], [-3.60, 1.94, 2.30]]
}